Entry 1:
{
  "formula": "C3H7N3O2",
  "method": "ωB97M-V/def2-TZVPD",
  "molar_mass_g_mol": 117.11,
  "e_tot_ha": -433.20967,
  "smiles": "N/N=C/NCC(=O)O",
  "gap_ha": 0.371,
  "relative_energy_kj_mol": 296.93,
  "homo_energy_ev": -9.479,
  "species": ["N", "N", "C", "N", "C", "C", "O", "O", "H", "H", "H", "H", "H", "H", "H"],
  "coordinates": [[0.12, -1.78, -2.06], [0.20, -0.77, -0.95], [-0.20, -1.28, 0.20], [-0.18, -0.44, 1.27], [0.51, 0.79, 1.17], [-0.40, 2.02, 0.69], [-0.56, 3.08, 1.27], [-0.75, 1.87, -0.63], [1.05, -1.63, -2.50], [-0.61, -1.25, -2.58], [-0.38, -2.43, 0.22], [-0.31, -0.84, 2.19], [1.28, 0.63, 0.40], [0.87, 1.18, 2.16], [-0.64, 0.84, -0.84]]
}

---

Entry 2:
{
  "formula": "C3H7N3O2",
  "method": "ωB97M-V/def2-TZVPD",
  "molar_mass_g_mol": 117.11,
  "e_tot_ha": -432.98699,
  "gap_ha": 0.318,
  "relative_energy_kj_mol": 881.59,
  "homo_energy_ev": -7.838,
  "species": ["C", "C", "C", "H", "H", "H", "H", "H", "H", "H", "N", "N", "N", "O", "O"],
  "coordinates": [[0.37, -1.36, 2.62], [0.55, -1.21, -0.91], [0.14, 1.01, -0.42], [1.38, -1.41, 3.02], [0.20, -2.54, 2.29], [-0.48, -0.84, 3.33], [0.98, -1.98, -1.65], [0.94, 0.84, 0.49], [-2.34, 2.59, -1.89], [-1.98, 0.95, -1.28], [0.63, -1.61, 0.26], [-0.56, 2.14, -0.48], [-1.45, 1.76, -1.46], [0.48, -0.58, 1.30], [0.10, 0.05, -1.33]]
}

---

Entry 3:
{
  "formula": "C3H7N3O2",
  "method": "ωB97M-V/def2-TZVPD",
  "molar_mass_g_mol": 117.11,
  "e_tot_ha": -433.03664,
  "gap_ha": 0.334,
  "relative_energy_kj_mol": 751.22,
  "homo_energy_ev": -8.191,
  "species": ["C", "C", "C", "H", "H", "H", "H", "H", "H", "H", "N", "N", "N", "O", "O"],
  "coordinates": [[-0.79, 1.92, 0.15], [-1.40, -1.41, 0.04], [0.38, -0.15, -0.26], [0.17, 2.53, 0.03], [-1.56, 2.73, -0.37], [-1.28, 1.67, 1.23], [-1.88, -1.98, 0.83], [-1.73, -1.52, -0.98], [3.31, 0.51, -0.39], [3.09, -1.30, 0.40], [-0.81, 0.67, -0.56], [1.56, 0.36, -0.14], [2.74, -0.05, 0.34], [-1.76, -0.07, 0.40], [0.06, -1.39, -0.13]]
}

---

Entry 4:
{
  "formula": "C3H7N3O2",
  "method": "ωB97M-V/def2-TZVPD",
  "molar_mass_g_mol": 117.11,
  "e_tot_ha": -433.13614,
  "smiles": "CO/C(=N/N)NC=O",
  "gap_ha": 0.346,
  "relative_energy_kj_mol": 490.00,
  "homo_energy_ev": -8.969,
  "species": ["C", "O", "C", "N", "N", "N", "C", "O", "H", "H", "H", "H", "H", "H", "H"],
  "coordinates": [[0.33, 1.31, 2.31], [0.04, 1.38, 1.00], [0.19, 0.34, 0.18], [0.16, -0.70, 0.83], [0.64, -2.02, 0.13], [0.31, 0.69, -1.23], [-0.46, -0.02, -2.06], [-1.24, -0.93, -1.60], [0.15, 2.28, 2.72], [1.14, 0.74, 2.59], [-0.43, 0.73, 2.93], [-0.04, -2.25, -0.59], [0.58, -2.74, 0.97], [0.21, 1.86, -1.44], [-0.15, 0.23, -3.09]]
}

---

Entry 5:
{
  "formula": "C3H7N3OS",
  "method": "ωB97M-V/def2-TZVPD",
  "molar_mass_g_mol": 133.18,
  "e_tot_ha": -756.21883,
  "smiles": "[H]/N=C(\\C)NSC(N)=O",
  "gap_ha": 0.356,
  "relative_energy_kj_mol": 40.65,
  "homo_energy_ev": -9.189,
  "species": ["H", "N", "C", "C", "N", "S", "C", "N", "O", "H", "H", "H", "H", "H", "H"],
  "coordinates": [[-1.03, 3.20, -0.14], [-0.17, 2.64, 0.04], [-0.38, 1.44, 0.48], [-1.68, 0.68, 0.56], [0.76, 0.80, 0.94], [1.01, -0.88, 0.97], [0.88, -1.35, -0.74], [1.27, -2.66, -0.88], [0.40, -0.67, -1.63], [-1.84, 0.12, 1.51], [-2.56, 1.35, 0.45], [-1.68, 0.00, -0.28], [1.59, 1.35, 0.77], [1.43, -3.02, -1.84], [1.98, -3.01, -0.22]]
}

---

Entry 6:
{
  "formula": "C3H7N3OS",
  "method": "ωB97M-V/def2-TZVPD",
  "molar_mass_g_mol": 133.18,
  "e_tot_ha": -756.02968,
  "gap_ha": 0.350,
  "relative_energy_kj_mol": 537.26,
  "homo_energy_ev": -9.415,
  "species": ["C", "C", "C", "H", "H", "H", "H", "H", "H", "H", "N", "N", "N", "O", "S"],
  "coordinates": [[1.80, 1.54, 0.41], [1.83, 0.15, 0.09], [-0.83, 0.06, -0.24], [0.85, 2.00, -0.27], [1.73, 1.59, 1.62], [2.89, 1.68, 0.28], [-1.94, 1.35, -0.87], [-1.77, -1.20, 0.95], [-3.68, -0.16, -0.68], [-3.81, 0.13, 1.43], [-0.84, 1.17, -0.80], [-2.00, -0.59, 0.22], [-3.14, 0.29, 0.34], [2.85, -0.58, 0.00], [0.50, -1.08, -0.15]]
}

---

Entry 7:
{
  "formula": "C3H7N3OS",
  "method": "ωB97M-V/def2-TZVPD",
  "molar_mass_g_mol": 133.18,
  "e_tot_ha": -756.16773,
  "smiles": "[H]/N=C/N/C(CO)=N\\S",
  "gap_ha": 0.320,
  "relative_energy_kj_mol": 174.80,
  "homo_energy_ev": -8.179,
  "species": ["H", "N", "C", "N", "C", "C", "O", "N", "S", "H", "H", "H", "H", "H", "H"],
  "coordinates": [[-2.45, 2.30, 0.46], [-1.95, 1.43, 0.44], [-0.89, 1.57, -0.25], [0.02, 0.57, -0.50], [0.11, -0.74, 0.00], [1.53, -1.10, 0.41], [2.43, -0.43, -0.47], [-0.75, -1.67, 0.13], [-2.39, -1.62, -0.32], [-0.57, 2.54, -0.67], [0.94, 0.87, -0.85], [1.65, -2.18, 0.35], [1.67, -0.79, 1.47], [3.28, -0.48, -0.05], [-2.63, -0.29, -0.17]]
}

---

Entry 8:
{
  "formula": "C3H7N3OS",
  "method": "ωB97M-V/def2-TZVPD",
  "molar_mass_g_mol": 133.18,
  "e_tot_ha": -756.16092,
  "smiles": "C/N=C(/O)S.N#CN",
  "gap_ha": 0.373,
  "relative_energy_kj_mol": 192.70,
  "homo_energy_ev": -9.597,
  "species": ["C", "N", "C", "O", "S", "H", "H", "H", "H", "H", "N", "C", "N", "H", "H"],
  "coordinates": [[0.10, -0.11, 1.33], [-0.59, -0.04, 0.09], [-1.58, 0.70, -0.08], [-2.17, 0.98, -1.27], [-2.12, 1.79, 1.16], [1.05, 0.38, 1.14], [-0.56, 0.31, 2.10], [0.35, -1.16, 1.55], [-1.63, 0.48, -1.97], [-3.26, 2.07, 0.67], [-0.31, -0.74, -3.16], [0.63, -0.63, -2.50], [1.65, -0.50, -1.70], [1.32, 0.02, -0.94], [2.47, -1.16, -1.52]]
}

---

Entry 9:
{
  "formula": "C3H7N3OS",
  "method": "ωB97M-V/def2-TZVPD",
  "molar_mass_g_mol": 133.18,
  "e_tot_ha": -756.04116,
  "gap_ha": 0.295,
  "relative_energy_kj_mol": 507.11,
  "homo_energy_ev": -8.388,
  "species": ["C", "C", "C", "H", "H", "H", "H", "H", "H", "H", "N", "N", "N", "O", "S"],
  "coordinates": [[1.65, -0.46, 1.13], [0.29, -0.23, 1.13], [0.17, 0.18, -1.27], [1.87, -1.23, 0.35], [1.99, -0.91, 2.19], [2.52, 0.55, 1.06], [-1.38, 1.18, 0.79], [-2.15, -0.42, 0.78], [-1.91, -0.18, -1.93], [-0.61, 0.91, -3.19], [-0.42, -0.19, -0.01], [-1.76, 0.33, 0.10], [-0.92, 0.11, -2.14], [1.33, 0.20, -1.58], [-0.68, 0.16, 2.60]]
}

---

Entry 10:
{
  "formula": "C3H7N3P",
  "method": "ωB97M-V/def2-TZVPD",
  "molar_mass_g_mol": 116.08,
  "e_tot_ha": -623.62769,
  "charge": 1,
  "gap_ha": [0.284, 0.284],
  "relative_energy_kj_mol": 609.89,
  "homo_energy_ev": [-14.282, -14.420],
  "species": ["C", "C", "C", "N", "N", "N", "P", "H", "H", "H", "H", "H", "H", "H"],
  "coordinates": [[-2.93, 0.29, -0.78], [-0.46, -0.01, -0.08], [2.79, 0.99, 0.22], [0.72, 0.20, -0.23], [1.81, 0.47, -0.62], [-1.01, -1.97, 0.33], [-1.98, 0.98, 0.27], [-3.99, 0.50, -0.72], [-2.82, -0.68, -1.23], [2.86, 2.03, 0.16], [3.72, 0.67, -0.01], [2.52, 0.86, 1.21], [-0.29, -2.66, 0.21], [-0.95, -1.65, 1.28]]
}

---

Entry 11:
{
  "formula": "C3H7N3S",
  "method": "ωB97M-V/def2-TZVPD",
  "molar_mass_g_mol": 117.18,
  "e_tot_ha": -680.76837,
  "gap_ha": [0.271, 0.299],
  "relative_energy_kj_mol": 561.50,
  "homo_energy_ev": [-7.739, -7.680],
  "species": ["C", "C", "C", "N", "N", "N", "S", "H", "H", "H", "H", "H", "H", "H"],
  "coordinates": [[-1.09, 0.44, 0.00], [-0.21, -0.58, 0.60], [0.26, -1.78, -0.13], [0.71, 2.03, -0.25], [-0.59, 1.77, 0.07], [1.45, 1.07, -0.31], [2.58, 0.27, -0.97], [-1.28, 0.18, -1.10], [-2.01, 0.48, 0.44], [0.29, -0.16, 1.51], [1.19, -1.59, -0.61], [-0.62, -1.98, -0.72], [0.34, -2.53, 0.62], [-1.03, 2.39, 0.83]]
}

---

Entry 12:
{
  "formula": "C3H7N3S",
  "method": "ωB97M-V/def2-TZVPD",
  "molar_mass_g_mol": 117.18,
  "e_tot_ha": -680.94480,
  "smiles": "C/C(=N\\N)C(N)=S",
  "gap_ha": 0.318,
  "relative_energy_kj_mol": 98.28,
  "homo_energy_ev": -8.359,
  "species": ["C", "C", "N", "N", "C", "N", "S", "H", "H", "H", "H", "H", "H", "H"],
  "coordinates": [[0.11, -1.60, 0.08], [-0.09, -0.11, 0.03], [0.87, 0.72, 0.00], [2.13, 0.27, 0.04], [-1.47, 0.48, 0.02], [-1.47, 1.82, 0.05], [-2.85, -0.42, -0.03], [-0.81, -2.13, 0.20], [0.61, -1.98, -0.85], [0.81, -1.92, 0.93], [2.80, 0.96, -0.28], [2.34, -0.66, -0.37], [-0.61, 2.32, 0.14], [-2.36, 2.25, 0.06]]
}

---

Ordered max |F| results: 0.060; 0.174; 0.094; 0.125; 0.039; 0.140; 0.025; 0.059; 0.152; 0.084; 0.069; 0.035; unit Eh/bohr.